[1]
Here is a molecular structure, C30H27AuIN4O2S in a non-equilibrium geometry from the OMol25 dataset. Energies are from wB97M-V/def2-TZVPD.

## Properties
Kohn-Sham gap ... 6.2 eV
ΔE to the lowest compared entry with this formula, charge and spin ... 0.0 kcal/mol

```
! RIJCOSX wB97M-V def2-TZVPD def2/J DEFGRID3
* xyz 1 1
Au 0.882 2.177 -0.892
I 3.821 2.934 -0.717
C 3.567 2.392 1.284
C 4.664 2.515 2.090
C 4.585 2.191 3.457
C 3.411 1.754 3.987
C 2.259 1.608 3.181
C 1.050 1.147 3.752
C -0.073 0.997 3.002
C -0.041 1.304 1.624
C 1.122 1.745 1.057
C 2.318 1.929 1.791
H 5.601 2.867 1.681
H 5.465 2.296 4.077
H 3.336 1.511 5.040
H 1.038 0.915 4.809
H -0.998 0.653 3.444
H -0.948 1.193 1.039
O -0.830 1.986 -2.248
C -1.993 2.378 -1.810
C -3.132 1.591 -2.107
C -4.388 1.958 -1.692
C -4.587 3.122 -0.941
C -3.499 3.900 -0.622
C -2.206 3.555 -1.043
C -1.096 4.414 -0.689
N 0.187 4.088 -0.554
C 0.894 5.218 -0.209
C 0.027 6.253 -0.137
N -1.211 5.734 -0.439
H -2.974 0.693 -2.690
H -5.235 1.334 -1.944
H -5.575 3.399 -0.604
H -3.644 4.776 -0.001
H 1.955 5.199 -0.043
H 0.177 7.292 0.092
H -2.063 6.257 -0.540
C -0.745 -5.602 -3.057
C 0.254 -4.583 -2.524
C -0.308 -3.173 -2.623
N 0.697 -2.169 -2.267
C 0.572 -1.105 -1.509
S 1.796 0.097 -1.582
N -0.479 -0.942 -0.678
C -1.217 -1.886 0.085
O -2.335 -1.600 0.420
C -0.507 -3.119 0.505
C 0.861 -3.124 0.762
C 1.469 -4.285 1.212
C 0.716 -5.437 1.389
C -0.651 -5.430 1.140
C -1.268 -4.268 0.713
H -0.329 -6.608 -3.017
H -1.011 -5.394 -4.094
H -1.662 -5.598 -2.467
H 1.186 -4.639 -3.094
H 0.499 -4.801 -1.482
H -1.177 -3.057 -1.980
H -0.630 -2.958 -3.646
H 1.549 -2.197 -2.812
H -0.750 0.018 -0.511
H 1.450 -2.221 0.642
H 2.528 -4.289 1.429
H 1.195 -6.345 1.731
H -1.235 -6.327 1.291
H -2.336 -4.234 0.539
*
```

Atomic partial charges in e from the natural (NBO) method, atoms 1 to 8: atom 1 (Au): 1.1879, atom 2 (I): 0.1850, atom 3 (C): -0.1283, atom 4 (C): -0.2291, atom 5 (C): -0.1957, atom 6 (C): -0.1785, atom 7 (C): 0.0342, atom 8 (C): -0.1999



[2]
Here is a molecular structure, C30H27BMgN8PSbSe4 in a non-equilibrium geometry from the OMol25 dataset. Energies are from wB97M-V/def2-TZVPD.

## Properties
Kohn-Sham gap (alpha / beta) ... 6.5 / 5.7 eV
ΔE to the lowest compared entry with this formula, charge and spin ... 58.5 kcal/mol

```
! RIJCOSX wB97M-V def2-TZVPD def2/J DEFGRID3
* xyz -1 2
Mg -1.161 1.893 0.864
C -2.566 3.947 4.065
C -2.977 3.755 2.744
N -2.557 2.590 2.269
N -1.836 2.013 3.290
C -1.830 2.819 4.366
B -1.183 0.612 3.136
N 0.306 0.791 2.809
C 1.402 0.357 3.465
C 2.510 0.828 2.792
C 1.994 1.559 1.714
N 0.674 1.540 1.744
N -1.935 -0.122 1.971
C -3.098 -0.775 2.160
C -3.498 -1.311 0.956
C -2.513 -0.901 0.050
N -1.561 -0.189 0.646
N -1.334 -0.268 4.380
C -0.969 -1.573 4.447
C -1.288 -2.036 5.697
C -1.865 -0.921 6.335
N -1.894 0.135 5.541
H -2.761 4.790 4.703
H -3.543 4.407 2.099
H -1.322 2.527 5.266
H 1.318 -0.238 4.358
H 3.544 0.662 3.038
H 2.499 2.095 0.925
H -3.552 -0.816 3.137
H -4.375 -1.900 0.756
H -2.443 -1.087 -1.013
H -0.515 -2.063 3.599
H -1.142 -3.028 6.086
H -2.261 -0.846 7.336
Se -0.677 6.235 -3.707
Sb 0.204 3.934 -3.204
Se -0.877 3.371 -1.029
Se -1.021 2.961 -5.042
Se 2.580 3.767 -2.932
C 3.429 -1.025 -6.110
C 3.444 -1.877 -5.012
C 2.768 -1.528 -3.852
C 2.075 -0.320 -3.771
C 2.082 0.537 -4.871
C 2.748 0.181 -6.037
P 1.062 0.237 -2.341
C 1.860 -0.718 -0.991
C 3.230 -0.508 -0.799
C 3.906 -1.097 0.258
C 3.222 -1.892 1.169
C 1.858 -2.084 1.009
C 1.185 -1.503 -0.060
C -0.469 -0.733 -2.673
C -0.543 -2.127 -2.669
C -1.721 -2.776 -3.006
C -2.838 -2.037 -3.387
C -2.768 -0.653 -3.420
C -1.594 -0.003 -3.053
H 3.951 -1.300 -7.018
H 3.982 -2.817 -5.061
H 2.788 -2.197 -2.999
H 1.573 1.491 -4.810
H 2.740 0.857 -6.883
H 3.773 0.118 -1.498
H 4.970 -0.927 0.375
H 3.746 -2.351 1.998
H 1.308 -2.695 1.717
H 0.125 -1.665 -0.161
H 0.331 -2.711 -2.404
H -1.765 -3.859 -2.990
H -3.754 -2.545 -3.664
H -3.620 -0.064 -3.737
H -1.557 1.077 -3.068
*
```

Atomic partial charges in e from the Mulliken method, atoms 1 to 8: atom 1 (Mg): 0.5726, atom 2 (C): -0.9396, atom 3 (C): -0.4264, atom 4 (N): -0.8641, atom 5 (N): 0.5351, atom 6 (C): -0.2378, atom 7 (B): 0.5856, atom 8 (N): 1.7074



[3]
Here is a molecular structure, C30H27BrN4S2W in a non-equilibrium geometry from the OMol25 dataset. Energies are from wB97M-V/def2-TZVPD.

## Properties
Kohn-Sham gap (alpha / beta) ... 3.8 / 3.8 eV
ΔE to the lowest compared entry with this formula, charge and spin ... 14.2 kcal/mol

```
! RIJCOSX wB97M-V def2-TZVPD def2/J DEFGRID3
* xyz 4 1
W -0.999 -2.045 -0.247
S 1.204 -1.130 -0.340
C 1.032 0.605 -0.313
N 2.047 1.350 -0.012
C 1.870 2.813 -0.005
C 0.905 3.224 -1.091
N -0.348 2.456 -0.971
C -1.596 3.201 -1.200
C -1.778 4.150 -0.028
C -1.673 5.525 -0.203
C -1.886 6.368 0.879
C -2.159 5.841 2.136
C -2.268 4.464 2.310
C -2.065 3.620 1.232
C -0.266 1.203 -0.656
S -1.677 0.173 -0.736
C 3.374 0.815 0.326
C 4.161 0.461 -0.930
C 4.441 1.416 -1.907
C 5.236 1.088 -2.993
C 5.745 -0.201 -3.111
C 5.486 -1.148 -2.129
C 4.677 -0.826 -1.048
H 2.833 3.292 -0.162
H 1.513 3.109 0.987
H 1.322 3.039 -2.086
H 0.682 4.284 -1.002
H -2.436 2.519 -1.303
H -1.484 3.763 -2.130
H -1.474 5.954 -1.180
H -1.861 7.440 0.737
H -2.281 6.501 2.984
H -2.515 4.056 3.281
H -2.154 2.545 1.366
H 3.257 -0.077 0.942
H 3.900 1.568 0.914
H 4.082 2.437 -1.826
H 5.474 1.839 -3.734
H 6.344 -0.464 -3.972
H 5.936 -2.130 -2.189
H 4.496 -1.564 -0.274
Br -2.377 -2.091 6.957
C -2.240 -2.529 5.139
C -1.623 -1.632 4.259
C -1.535 -1.971 2.933
C -2.051 -3.187 2.455
C -2.659 -4.078 3.343
C -2.750 -3.746 4.677
N -1.889 -3.387 1.079
C -2.278 -4.426 0.387
C -2.044 -4.520 -1.045
C -2.431 -5.638 -1.760
C -2.190 -5.694 -3.136
C -1.569 -4.622 -3.765
C -1.200 -3.523 -3.008
N -1.425 -3.466 -1.683
H -1.227 -0.699 4.636
H -1.046 -1.287 2.217
H -3.063 -5.029 3.017
H -3.218 -4.431 5.371
H -2.790 -5.256 0.863
H -2.918 -6.461 -1.251
H -2.487 -6.567 -3.706
H -1.371 -4.628 -4.828
H -0.717 -2.668 -3.464
*
```

Atomic partial charges in e from the natural (NBO) method, atoms 1 to 8: atom 1 (W): 1.3218, atom 2 (S): 0.1829, atom 3 (C): 0.1192, atom 4 (N): -0.1664, atom 5 (C): -0.2548, atom 6 (C): -0.2608, atom 7 (N): -0.1659, atom 8 (C): -0.2678